No. 1
Molecular formula: C36H109N15O15
Method: DFT, ωB97M-V with the def2-TZVPD basis set

The electronic energy comes out at -92152.421 eV. The HOMO-LUMO gap comes out at 9.490 eV.

Geometry as ORCA input:
```
! wB97M-V def2-TZVPD RIJCOSX def2/J DEFGRID3
* xyz 0 1
C 6.4352 -2.6358 5.9651
O 5.0114 -2.5261 5.9028
H 6.7269 -3.6848 6.0163
H 7.0331 -2.1603 5.1877
H 6.6585 -2.1597 6.9199
H 4.7862 -3.1529 6.5942
C -6.7712 -1.3585 -7.0774
O -7.9483 -0.6478 -7.4595
H -6.8179 -2.4455 -7.1429
H -5.9518 -1.1186 -7.7550
H -6.3617 -1.1698 -6.0850
H -8.4934 -0.4574 -6.6925
C -3.3666 9.5557 -1.4430
O -3.9448 9.8831 -2.6649
H -3.6251 10.3115 -0.7013
H -3.8312 8.6289 -1.1064
H -2.2894 9.5515 -1.6094
H -3.5470 9.2526 -3.2698
C 5.4451 -0.7566 -1.1340
O 6.4877 -0.9839 -2.0823
H 5.3361 0.3082 -0.9282
H 4.5267 -1.1745 -1.5463
H 5.5766 -1.3317 -0.2175
H 6.9403 -0.1502 -2.2293
C -5.9708 6.3634 -8.2615
O -5.6987 5.8959 -7.1925
N -5.8395 7.5865 -8.6506
N -6.7608 5.7793 -9.1749
H -6.3013 7.8941 -9.4945
H -5.0003 8.1158 -8.4622
H -7.1301 4.8737 -8.9227
H -7.1717 6.2997 -9.9368
C 5.8868 6.2338 -2.7984
O 6.2980 5.3663 -3.5830
N 4.6792 6.6868 -2.8377
N 6.5290 6.8801 -1.8812
H 4.3212 7.5079 -2.3711
H 3.9702 6.0178 -3.1020
H 7.4670 6.5462 -1.7114
H 6.0125 7.6312 -1.4464
C 5.5654 0.3139 -9.6715
O 5.2821 1.3603 -10.2038
N 5.4242 -0.7736 -10.2878
N 5.8347 0.1213 -8.4232
H 5.6795 -1.6681 -9.8944
H 5.3075 -0.7091 -11.2889
H 5.8629 -0.7884 -7.9854
H 6.0065 0.9545 -7.8788
C 1.5894 7.0231 -9.2691
O 0.9762 7.7225 -8.5349
N 1.0495 6.4112 -10.3141
N 2.8741 6.7357 -9.2861
H 0.0594 6.5934 -10.3951
H 1.4161 5.9480 -11.1333
H 3.1304 5.9999 -9.9287
H 3.3532 6.9692 -8.4281
C -3.7493 -7.8845 13.5195
C -2.6602 -7.7647 12.3903
C -3.1755 -6.7924 11.2917
O -2.4842 -7.0342 10.0132
C -3.1352 -6.3580 8.9101
N -1.4644 -7.2752 13.0807
H -3.1955 -8.4050 14.3009
H -4.6308 -8.4890 13.3058
H -4.2359 -6.9891 13.9061
H -2.5393 -8.7861 12.0293
H -3.2260 -5.7400 11.5709
H -4.2273 -7.0037 11.0991
H -2.5563 -6.0406 8.0428
H -3.5345 -5.3596 9.0885
H -3.9212 -7.0146 8.5370
H -0.9768 -7.9753 13.6213
H -2.0076 -6.8542 13.8209
C -2.5294 -5.6717 -3.1353
C -1.7141 -6.3541 -2.0292
C -2.5697 -7.0518 -0.9270
O -3.7072 -7.7547 -1.5797
C -4.9713 -7.1227 -1.5943
N -0.8245 -7.3543 -2.6727
H -1.9271 -5.5864 -4.0398
H -2.8849 -4.6979 -2.7986
H -3.4562 -6.1384 -3.4691
H -1.0111 -5.6650 -1.5611
H -3.0469 -6.4235 -0.1749
H -1.9529 -7.7764 -0.3954
H -5.0041 -6.0572 -1.8217
H -5.3823 -7.2884 -0.5985
H -5.4824 -7.6332 -2.4106
H -0.1137 -7.6271 -2.0090
H -1.3439 -8.1919 -2.8932
C 6.2240 -7.3847 -7.9811
C 7.0313 -6.6927 -6.8611
C 8.4539 -6.2390 -7.2045
O 9.0900 -7.2882 -7.9505
C 10.4869 -7.1135 -7.9772
N 6.1544 -5.6681 -6.4741
H 5.1769 -7.5816 -7.7511
H 6.5856 -8.3615 -8.3025
H 6.3758 -6.6528 -8.7744
H 7.2929 -7.3652 -6.0441
H 8.9635 -5.9542 -6.2841
H 8.4784 -5.3569 -7.8445
H 10.8717 -7.8271 -8.7057
H 10.9536 -7.2948 -7.0090
H 10.7485 -6.1368 -8.3842
H 6.5322 -5.1949 -5.6657
H 5.2420 -6.0105 -6.2088
C 0.6087 1.0981 -3.3572
C -0.4751 1.7836 -2.5347
C -0.4021 1.6639 -0.9596
O -0.3893 0.3161 -0.5685
C -0.1915 0.0311 0.7914
N -0.2692 3.1697 -2.8012
H 1.5459 1.4600 -2.9343
H 0.5467 1.2405 -4.4360
H 0.4990 0.0286 -3.1776
H -1.4584 1.4759 -2.8904
H -1.1608 2.3399 -0.5651
H 0.4210 2.2641 -0.5718
H 0.2940 -0.9178 1.0196
H -1.1229 0.0759 1.3558
H 0.5275 0.7413 1.1996
H -0.1166 3.0707 -3.7947
H -1.1795 3.6057 -2.8371
C 6.3146 3.8167 5.7582
C 7.4108 4.8008 6.1819
C 8.3437 4.2898 7.2784
O 8.9465 2.9919 6.9915
C 9.8521 2.5151 7.9625
N 8.2847 4.9413 5.0238
H 6.7156 2.8767 5.3791
H 5.8160 4.3463 4.9464
H 5.4737 3.6102 6.4202
H 7.0184 5.7691 6.4928
H 7.6942 4.1700 8.1456
H 9.1475 4.9889 7.5091
H 10.6026 3.2540 8.2435
H 10.1761 1.5025 7.7220
H 9.4071 2.3612 8.9455
H 7.7985 4.9536 4.1386
H 8.6994 4.0210 5.0596
C -11.2477 2.4876 -1.4044
C -9.9730 1.7633 -1.9394
C -8.6421 2.0398 -1.1948
O -8.9230 1.7006 0.1409
C -7.8389 1.7721 1.0317
N -10.2083 0.3772 -2.3290
H -11.0693 3.5628 -1.3888
H -11.3915 2.1156 -0.3899
H -12.0889 2.1154 -1.9890
H -9.7181 2.3546 -2.8188
H -8.2196 3.0410 -1.1101
H -7.8258 1.4340 -1.5881
H -7.0945 1.0223 0.7638
H -8.2702 1.6340 2.0231
H -7.4605 2.7934 1.0747
H -11.2041 0.2203 -2.3914
H -9.9783 0.0506 -1.4014
C -5.9708 2.5611 10.1498
C -4.8319 1.7237 9.7489
C -3.6478 2.6693 9.3848
O -3.8988 3.3284 8.1095
C -2.9087 3.7415 7.2580
N -4.5767 0.8822 10.8729
H -5.9575 3.2298 11.0105
H -6.8481 1.9306 10.2948
H -6.1456 3.2783 9.3478
H -5.0822 1.1073 8.8856
H -2.7610 2.0439 9.4876
H -3.5176 3.3769 10.2036
H -2.4201 2.8216 6.9367
H -2.1025 4.2843 7.7514
H -3.2407 4.3719 6.4331
H -3.6050 0.6700 10.6977
H -4.4475 1.6519 11.5140
*
```

Atomic partial charges in e from the Löwdin method, atoms 1 to 99: atom 1 (C): -0.16, atom 2 (O): -0.13, atom 3 (H): 0.07, atom 4 (H): 0.08, atom 5 (H): 0.07, atom 6 (H): 0.07, atom 7 (C): -0.17, atom 8 (O): -0.11, atom 9 (H): 0.07, atom 10 (H): 0.07, atom 11 (H): 0.07, atom 12 (H): 0.07, atom 13 (C): -0.19, atom 14 (O): -0.12, atom 15 (H): 0.08, atom 16 (H): 0.08, atom 17 (H): 0.08, atom 18 (H): 0.08, atom 19 (C): -0.16, atom 20 (O): -0.13, atom 21 (H): 0.08, atom 22 (H): 0.07, atom 23 (H): 0.07, atom 24 (H): 0.07, atom 25 (C): -0.78, atom 26 (O): 0.06, atom 27 (N): 0.15, atom 28 (N): 0.13, atom 29 (H): 0.10, atom 30 (H): 0.12, atom 31 (H): 0.11, atom 32 (H): 0.10, atom 33 (C): -0.79, atom 34 (O): 0.01, atom 35 (N): 0.14, atom 36 (N): 0.16, atom 37 (H): 0.11, atom 38 (H): 0.12, atom 39 (H): 0.13, atom 40 (H): 0.11, atom 41 (C): -0.85, atom 42 (O): 0.04, atom 43 (N): 0.16, atom 44 (N): 0.17, atom 45 (H): 0.12, atom 46 (H): 0.13, atom 47 (H): 0.12, atom 48 (H): 0.12, atom 49 (C): -0.80, atom 50 (O): 0.07, atom 51 (N): 0.13, atom 52 (N): 0.16, atom 53 (H): 0.11, atom 54 (H): 0.11, atom 55 (H): 0.11, atom 56 (H): 0.12, atom 57 (C): -0.09, atom 58 (C): -0.39, atom 59 (C): -0.17, atom 60 (O): -0.19, atom 61 (C): -0.12, atom 62 (N): 0.02, atom 63 (H): 0.07, atom 64 (H): 0.07, atom 65 (H): 0.08, atom 66 (H): 0.14, atom 67 (H): 0.12, atom 68 (H): 0.11, atom 69 (H): 0.08, atom 70 (H): 0.08, atom 71 (H): 0.08, atom 72 (H): 0.07, atom 73 (H): 0.04, atom 74 (C): -0.07, atom 75 (C): -0.39, atom 76 (C): -0.13, atom 77 (O): -0.24, atom 78 (C): -0.13, atom 79 (N): 0.02, atom 80 (H): 0.07, atom 81 (H): 0.07, atom 82 (H): 0.06, atom 83 (H): 0.13, atom 84 (H): 0.11, atom 85 (H): 0.11, atom 86 (H): 0.08, atom 87 (H): 0.09, atom 88 (H): 0.09, atom 89 (H): 0.06, atom 90 (H): 0.07, atom 91 (C): -0.05, atom 92 (C): -0.48, atom 93 (C): -0.20, atom 94 (O): -0.19, atom 95 (C): -0.12, atom 96 (N): 0.02, atom 97 (H): 0.07, atom 98 (H): 0.07, atom 99 (H): 0.08



No. 2
Molecular formula: C25H63BClNO8PS8
Method: DFT, ωB97M-V with the def2-TZVPD basis set

The electronic energy comes out at -153977.025 eV. The HOMO-LUMO gap comes out at 7.531 eV.

Geometry as ORCA input:
```
! wB97M-V def2-TZVPD RIJCOSX def2/J DEFGRID3
* xyz 1 1
C 2.7565 -4.2785 0.9810
C 1.7896 -3.0982 0.7155
B 2.0695 -2.2780 -0.5604
O 2.5299 -2.7014 -1.7578
P 1.5916 -0.3649 -0.4404
C 0.2455 -0.1430 0.7573
C 0.5225 1.0571 1.6837
C -0.7290 1.7516 2.2437
S -2.2011 0.7114 2.3472
C -2.9181 0.9267 0.7265
S -3.0888 2.3765 0.0241
N -3.3231 -0.2914 0.1919
C -4.4636 -0.9064 0.9122
C -4.5033 -2.3582 0.4781
O -4.7932 -2.4500 -0.9008
C -3.9026 -1.6994 -1.6962
C -3.6854 -0.2642 -1.2250
C 1.0207 0.1860 -2.0916
Cl 0.1476 1.7266 -1.8848
C 2.1321 0.3221 -3.1410
C 3.4706 0.8216 -2.6035
H 3.2691 -4.6215 0.0852
H 3.4865 -3.9987 1.7343
H 2.1966 -5.1186 1.3819
H 1.8436 -2.4010 1.5536
H 0.7648 -3.4695 0.6247
H 3.3144 -3.2528 -1.6919
H 2.6906 0.4038 -0.0595
H -0.6694 -0.0418 0.1784
H 0.1956 -1.0470 1.3609
H 1.1101 1.8113 1.1617
H 1.0977 0.6820 2.5270
H -0.5264 2.0601 3.2650
H -0.9850 2.6600 1.7129
H -5.3693 -0.4174 0.5410
H -4.4076 -0.7957 1.9903
H -3.5216 -2.7939 0.6961
H -5.2579 -2.8843 1.0529
H -4.3437 -1.6583 -2.6906
H -2.9349 -2.2063 -1.7996
H -4.5895 0.3213 -1.4090
H -2.8780 0.1739 -1.8085
H 0.3157 -0.5817 -2.4076
H 2.2724 -0.6597 -3.5903
H 1.7820 1.0040 -3.9112
H 3.3353 1.7197 -2.0039
H 4.1345 1.0663 -3.4254
H 3.9621 0.0434 -2.0190
C 7.5728 2.2096 -5.4549
S 7.2377 3.1281 -3.9533
O 6.0195 2.5236 -3.3327
C 6.7026 4.6386 -4.7622
H 7.8810 1.2063 -5.1759
H 6.6761 2.1581 -6.0662
H 8.3781 2.6966 -6.0020
H 5.8579 4.4187 -5.4150
H 7.5327 5.0527 -5.3337
H 6.4019 5.3432 -3.9900
C 0.3367 -4.0104 4.0556
S 0.2297 -2.3109 4.6142
O 0.7345 -1.4537 3.4892
C 1.5521 -2.4212 5.8202
H -0.3927 -4.1440 3.2591
H 1.3428 -4.2070 3.6831
H 0.0948 -4.6729 4.8853
H 2.4762 -2.7187 5.3244
H 1.2734 -3.1449 6.5853
H 1.6736 -1.4386 6.2707
C -2.8814 -0.5418 6.1317
S -3.5384 -2.0111 6.9327
O -2.7290 -3.1635 6.4522
C -5.0860 -2.0405 6.0224
H -1.8837 -0.3662 6.5282
H -2.8281 -0.7057 5.0550
H -3.5220 0.3096 6.3610
H -4.8796 -2.1015 4.9537
H -5.6568 -1.1416 6.2542
H -5.6405 -2.9195 6.3427
C 7.0904 0.8903 -10.4076
S 7.1417 -0.1711 -8.9609
O 7.6632 0.6588 -7.8382
C 8.5034 -1.1973 -9.5214
H 6.3234 1.6429 -10.2393
H 8.0596 1.3707 -10.5389
H 6.8335 0.2948 -11.2832
H 9.3734 -0.5704 -9.7143
H 8.2052 -1.7321 -10.4228
H 8.7282 -1.9092 -8.7305
C -2.6211 5.9073 3.8587
S -1.6211 5.2632 2.5146
O -0.3469 4.7743 3.1129
C -1.2661 6.8538 1.7613
H -2.9127 5.0675 4.4856
H -2.0340 6.6184 4.4394
H -3.5101 6.3853 3.4482
H -0.7726 7.4974 2.4890
H -2.1963 7.3043 1.4157
H -0.6066 6.6790 0.9142
C -8.5899 -1.7265 0.8528
S -7.5839 -1.2701 2.2668
O -6.8702 -2.4998 2.7109
C -8.9427 -1.0141 3.4101
H -7.9161 -1.9721 0.0331
H -9.1976 -2.5946 1.1063
H -9.2196 -0.8826 0.5717
H -9.5254 -1.9313 3.4898
H -9.5629 -0.1921 3.0536
H -8.5173 -0.7599 4.3782
*
```

Atomic partial charges in e from the Löwdin method, atoms 1 to 99: atom 1 (C): -0.08, atom 2 (C): -0.18, atom 3 (B): -0.51, atom 4 (O): 0.15, atom 5 (P): 1.12, atom 6 (C): -0.35, atom 7 (C): -0.27, atom 8 (C): -0.47, atom 9 (S): 0.90, atom 10 (C): -1.09, atom 11 (S): 0.73, atom 12 (N): -0.20, atom 13 (C): -0.16, atom 14 (C): -0.19, atom 15 (O): -0.12, atom 16 (C): -0.19, atom 17 (C): -0.20, atom 18 (C): -0.80, atom 19 (Cl): 0.66, atom 20 (C): -0.31, atom 21 (C): -0.12, atom 22 (H): 0.06, atom 23 (H): 0.08, atom 24 (H): 0.07, atom 25 (H): 0.07, atom 26 (H): 0.13, atom 27 (H): 0.12, atom 28 (H): 0.07, atom 29 (H): 0.05, atom 30 (H): 0.05, atom 31 (H): 0.10, atom 32 (H): 0.09, atom 33 (H): 0.07, atom 34 (H): 0.00, atom 35 (H): 0.12, atom 36 (H): 0.10, atom 37 (H): 0.13, atom 38 (H): 0.10, atom 39 (H): 0.13, atom 40 (H): 0.12, atom 41 (H): 0.12, atom 42 (H): 0.10, atom 43 (H): 0.09, atom 44 (H): 0.11, atom 45 (H): 0.10, atom 46 (H): 0.08, atom 47 (H): 0.06, atom 48 (H): 0.07, atom 49 (C): -0.30, atom 50 (S): 0.82, atom 51 (O): -0.57, atom 52 (C): -0.27, atom 53 (H): 0.05, atom 54 (H): 0.05, atom 55 (H): 0.06, atom 56 (H): 0.06, atom 57 (H): 0.05, atom 58 (H): 0.05, atom 59 (C): -0.25, atom 60 (S): 0.84, atom 61 (O): -0.57, atom 62 (C): -0.25, atom 63 (H): 0.06, atom 64 (H): 0.05, atom 65 (H): 0.07, atom 66 (H): 0.06, atom 67 (H): 0.06, atom 68 (H): 0.05, atom 69 (C): -0.28, atom 70 (S): 0.81, atom 71 (O): -0.57, atom 72 (C): -0.27, atom 73 (H): 0.04, atom 74 (H): 0.02, atom 75 (H): 0.06, atom 76 (H): 0.05, atom 77 (H): 0.05, atom 78 (H): 0.06, atom 79 (C): -0.27, atom 80 (S): 0.82, atom 81 (O): -0.56, atom 82 (C): -0.27, atom 83 (H): 0.05, atom 84 (H): 0.06, atom 85 (H): 0.06, atom 86 (H): 0.06, atom 87 (H): 0.06, atom 88 (H): 0.05, atom 89 (C): -0.26, atom 90 (S): 0.79, atom 91 (O): -0.55, atom 92 (C): -0.26, atom 93 (H): 0.05, atom 94 (H): 0.06, atom 95 (H): 0.06, atom 96 (H): 0.06, atom 97 (H): 0.06, atom 98 (H): 0.05, atom 99 (C): -0.25



No. 3
Molecular formula: C3H6Cl2N2
Method: DFT, ωB97M-V with the def2-TZVPD basis set

The electronic energy comes out at -31231.446 eV. The HOMO-LUMO gap comes out at 9.608 eV. The SMILES is CN/N=C\C(Cl)Cl. The value obtained for the energy above the lowest of the compared OMol25 structures with the same formula, charge and spin is 11.5 kcal/mol.

Geometry as ORCA input:
```
! wB97M-V def2-TZVPD RIJCOSX def2/J DEFGRID3
* xyz 0 1
C 0.8941 -1.4274 -0.5666
N 1.4002 -0.1190 -0.1832
N 0.8631 0.4604 0.9035
C -0.3167 0.9044 0.9755
C -1.3924 1.0552 -0.1153
Cl -2.7525 -0.0827 0.0276
Cl -1.9635 2.7784 -0.0582
H -0.1802 -1.4963 -0.3153
H 1.4081 -2.3154 -0.0320
H 1.0391 -1.5474 -1.6476
H 2.3649 -0.2495 0.0392
H -0.5916 1.1812 1.9967
H -0.7725 0.8582 -1.0244
*
```

Population analysis type Löwdin, resulting atomic charges in e: atom 1 (C): -0.11, atom 2 (N): -0.14, atom 3 (N): -0.02, atom 4 (C): -0.29, atom 5 (C): -1.07, atom 6 (Cl): 0.56, atom 7 (Cl): 0.54, atom 8 (H): 0.06, atom 9 (H): 0.10, atom 10 (H): 0.07, atom 11 (H): 0.10, atom 12 (H): 0.10, atom 13 (H): 0.07



No. 4
Molecular formula: C2HCl2NO2
Method: DFT, ωB97M-V with the def2-TZVPD basis set

The electronic energy comes out at -32712.892 eV. The HOMO-LUMO gap (alpha / beta) comes out at 8.269 / 8.273 eV. The value obtained for the energy above the lowest of the compared OMol25 structures with the same formula, charge and spin is 86.9 kcal/mol.

Geometry as ORCA input:
```
! wB97M-V def2-TZVPD RIJCOSX def2/J DEFGRID3
* xyz 0 1
C -1.6041 -1.0203 -0.7710
C 0.4309 0.1206 -0.4934
N -2.5526 -1.6202 -0.9486
O 1.1056 0.9600 1.6009
O 0.0862 0.2258 0.7443
Cl 0.2087 1.6029 -1.4402
Cl 1.7340 -0.9471 -1.0354
H 0.5913 0.6784 2.3434
*
```

Population analysis type Löwdin, resulting atomic charges in e: atom 1 (C): -0.16, atom 2 (C): -1.14, atom 3 (N): -0.01, atom 4 (O): 0.07, atom 5 (O): -0.21, atom 6 (Cl): 0.68, atom 7 (Cl): 0.69, atom 8 (H): 0.09